[1]
{"formula": "C33H59AsBrMoO2Si3", "method": "ωB97M-V with the def2-TZVPD basis set", "orbital_gap_ev": [5.40, 5.36], "e_homo_ev": [-15.9472, -15.9011], "charge": 3, "elements": ["Mo", "C", "C", "C", "C", "C", "C", "C", "Br", "C", "O", "C", "C", "C", "C", "C", "C", "H", "H", "H", "H", "H", "H", "H", "H", "H", "H", "H", "H", "H", "H", "H", "H", "H", "H", "H", "H", "C", "Si", "C", "C", "As", "Si", "C", "C", "C", "Si", "C", "C", "C", "H", "H", "H", "H", "H", "H", "H", "H", "H", "H", "H", "H", "H", "H", "H", "H", "H", "H", "H", "H", "H", "H", "H", "H", "H", "H", "H", "C", "C", "C", "C", "C", "C", "C", "O", "C", "C", "C", "H", "H", "H", "H", "H", "H", "H", "H", "H", "H", "H", "H"], "coordinates": [[-0.338, 0.066, -0.964], [5.693, -1.942, 3.031], [5.001, -0.666, 3.536], [5.868, 0.560, 3.213], [4.820, -0.754, 5.051], [3.680, -0.512, 2.814], [3.692, -0.210, 1.447], [2.494, 0.021, 0.836], [2.325, 0.386, -1.071], [1.248, 0.005, 1.478], [0.195, 0.388, 0.761], [1.218, -0.412, 2.824], [2.445, -0.646, 3.437], [-0.066, -0.583, 3.627], [-1.310, -0.661, 2.731], [-0.194, 0.625, 4.569], [-0.014, -1.877, 4.455], [6.671, -2.026, 3.497], [5.830, -1.929, 1.952], [5.113, -2.824, 3.294], [6.758, 0.548, 3.836], [5.319, 1.477, 3.416], [6.191, 0.570, 2.174], [5.796, -0.745, 5.527], [4.323, -1.676, 5.339], [4.258, 0.100, 5.423], [4.614, -0.166, 0.895], [2.430, -0.937, 4.473], [-1.544, 0.316, 2.301], [-2.160, -0.969, 3.335], [-1.169, -1.405, 1.935], [-0.249, 1.557, 4.005], [0.658, 0.683, 5.241], [-1.096, 0.527, 5.166], [0.175, -2.742, 3.822], [-0.969, -2.013, 4.956], [0.748, -1.845, 5.227], [2.101, 4.182, -0.954], [0.219, 4.356, -0.694], [-0.381, 4.087, 1.097], [-0.515, 5.858, -1.604], [-0.780, 2.270, -1.830], [-3.266, 2.383, -1.490], [-3.840, 1.110, -2.793], [-3.854, 4.164, -1.794], [-3.497, 1.749, 0.305], [0.066, 2.228, -4.255], [-0.740, 0.642, -4.949], [-0.566, 3.892, -4.922], [1.963, 2.010, -4.182], [2.631, 4.888, -0.320], [2.390, 4.411, -1.978], [2.480, 3.194, -0.703], [0.098, 4.790, 1.775], [-0.152, 3.082, 1.455], [-1.453, 4.250, 1.184], [-0.020, 6.766, -1.267], [-1.577, 5.994, -1.418], [-0.374, 5.800, -2.679], [-3.690, 1.495, -3.800], [-4.900, 0.886, -2.697], [-3.292, 0.166, -2.700], [-3.435, 4.580, -2.709], [-3.589, 4.816, -0.966], [-4.934, 4.203, -1.900], [-3.134, 0.724, 0.420], [-4.546, 1.749, 0.595], [-2.972, 2.373, 1.025], [-1.811, 0.595, -4.767], [-0.266, -0.247, -4.523], [-0.602, 0.582, -6.026], [-1.538, 4.153, -4.505], [-0.667, 3.858, -6.004], [0.135, 4.694, -4.694], [2.250, 0.961, -4.118], [2.413, 2.531, -3.341], [2.424, 2.408, -5.083], [-1.197, -7.488, -1.706], [-1.627, -6.085, -1.551], [-1.140, -5.079, -2.404], [-1.452, -3.758, -2.219], [-0.918, -2.720, -3.162], [-2.297, -3.377, -1.119], [-2.411, -2.055, -0.676], [-1.681, -1.051, -1.050], [-2.949, -4.417, -0.366], [-3.994, -4.156, 0.667], [-2.562, -5.722, -0.576], [-0.456, -7.605, -2.492], [-2.055, -8.125, -1.939], [-0.786, -7.858, -0.764], [-0.509, -5.366, -3.233], [-0.576, -3.187, -4.085], [-0.048, -2.196, -2.704], [-1.698, -1.991, -3.417], [-3.092, -1.845, 0.149], [-4.587, -3.269, 0.470], [-3.536, -4.058, 1.653], [-4.672, -5.008, 0.717], [-2.998, -6.504, 0.028]], "forces_ev_per_angstrom": [[4.6, 2.4, 3.1], [-0.1, 0.1, 0.1], [0.3, -0.1, 0.0], [-0.1, -0.1, 0.1], [0.0, 0.0, -0.3], [-0.2, 0.1, -0.1], [-0.1, 0.0, -0.2], [-0.6, 0.1, -0.2], [0.2, 0.0, -0.1], [2.1, -0.7, 1.8], [-1.6, 0.0, -2.3], [-0.4, 0.2, -0.7], [0.2, 0.1, -0.1], [-0.1, 0.1, 0.1], [0.0, 0.1, 0.0], [-0.1, -0.2, -0.1], [0.1, 0.1, -0.1], [0.1, -0.1, 0.0], [0.1, 0.0, -0.1], [0.0, -0.1, 0.0], [0.1, 0.0, 0.0], [0.0, 0.2, 0.0], [0.1, 0.0, -0.1], [0.1, 0.0, 0.1], [-0.1, -0.1, 0.1], [-0.1, 0.1, 0.2], [0.2, 0.0, -0.1], [0.0, 0.0, 0.1], [-0.1, -0.2, 0.0], [-0.1, 0.0, 0.0], [-0.1, 0.0, 0.1], [0.0, 0.1, 0.0], [0.1, 0.0, 0.1], [-0.1, 0.0, 0.1], [0.0, -0.1, 0.0], [-0.1, 0.0, 0.1], [0.1, 0.0, 0.1], [-0.8, 0.0, 0.0], [0.4, 0.1, 0.3], [0.2, 0.0, -0.8], [0.1, -0.8, 0.3], [-0.4, 1.4, -1.3], [-0.1, -0.2, -0.1], [0.2, 0.4, 0.5], [0.4, -0.7, 0.1], [0.3, 0.2, -0.8], [-0.1, 0.0, 0.2], [0.2, 0.7, 0.3], [0.3, -0.7, 0.3], [-0.8, 0.1, 0.2], [-0.1, 0.2, 0.2], [-0.1, 0.0, -0.1], [-0.1, -0.1, 0.1], [0.2, 0.2, 0.0], [0.0, 0.0, -0.1], [-0.1, 0.0, -0.1], [0.2, 0.0, 0.2], [-0.1, -0.1, 0.1], [0.1, -0.1, -0.1], [0.0, 0.1, -0.1], [-0.2, 0.0, 0.1], [-0.1, 0.1, 0.0], [0.1, 0.0, -0.1], [0.1, 0.0, 0.1], [-0.2, -0.2, 0.0], [0.0, 0.0, 0.0], [-0.2, 0.0, -0.1], [0.1, 0.1, 0.0], [-0.1, 0.0, 0.1], [0.0, 0.0, 0.0], [0.1, 0.0, -0.2], [0.0, 0.0, 0.0], [0.0, -0.1, -0.2], [0.1, 0.0, 0.1], [-0.1, -0.1, 0.0], [0.0, 0.1, 0.1], [0.0, 0.1, -0.2], [0.1, -0.2, -0.1], [-0.2, 0.3, 0.1], [0.0, 0.5, -0.2], [0.5, -0.2, -0.2], [0.0, 0.1, 0.0], [0.0, 1.0, 0.0], [-0.7, -2.3, 0.4], [-3.5, -2.2, -1.1], [-0.1, -0.4, 0.2], [0.0, 0.0, 0.2], [-0.1, 0.2, 0.1], [0.0, 0.0, 0.0], [0.0, 0.0, 0.0], [0.0, 0.0, 0.0], [0.1, 0.0, -0.1], [0.1, 0.1, 0.1], [-0.2, -0.2, -0.2], [0.3, -0.1, 0.0], [0.1, 0.2, -0.1], [-0.1, 0.1, 0.0], [0.0, 0.0, 0.1], [0.0, 0.1, 0.0], [-0.1, 0.0, 0.1]]}

***

[2]
{"formula": "C33H59BrCl2INO4P", "method": "ωB97M-V with the def2-TZVPD basis set", "orbital_gap_ev": 8.80, "e_homo_ev": -10.8194, "charge": 1, "elements": ["C", "C", "C", "Cl", "C", "O", "C", "C", "C", "C", "C", "O", "C", "O", "C", "Cl", "Br", "O", "C", "I", "C", "C", "C", "C", "N", "C", "H", "H", "H", "H", "H", "H", "H", "H", "H", "H", "H", "H", "H", "H", "H", "H", "H", "H", "H", "H", "H", "H", "H", "C", "C", "C", "C", "P", "C", "C", "C", "C", "C", "C", "C", "C", "C", "C", "C", "C", "H", "H", "H", "H", "H", "H", "H", "H", "H", "H", "H", "H", "H", "H", "H", "H", "H", "H", "H", "H", "H", "H", "H", "H", "H", "H", "H", "H", "H", "H", "H", "H", "H", "H", "H", "H"], "coordinates": [[1.027, -8.266, 5.587], [-0.066, -7.233, 5.156], [0.509, -5.819, 5.154], [0.833, -5.211, 6.817], [-0.179, -4.771, 4.263], [0.178, -4.893, 2.906], [1.489, -4.408, 2.641], [1.545, -3.325, 1.572], [0.880, -3.683, 0.225], [1.218, -5.085, -0.304], [0.068, -6.092, -0.240], [-1.203, -5.461, -0.456], [-2.257, -6.209, -0.035], [-2.302, -7.404, -0.216], [-1.726, -4.623, 4.341], [-2.429, -5.878, 3.203], [-2.489, -4.969, 6.081], [-2.004, -3.386, 3.765], [-3.060, -2.611, 4.238], [-5.032, -3.472, 3.818], [-3.010, -1.280, 3.444], [-4.036, -0.385, 3.660], [-3.987, 0.771, 2.917], [-2.938, 0.919, 2.045], [-1.934, 0.091, 1.857], [-1.978, -1.035, 2.580], [0.916, -8.560, 6.627], [0.891, -9.146, 4.957], [2.023, -7.870, 5.382], [-0.386, -7.514, 4.155], [-0.865, -7.349, 5.885], [1.511, -5.935, 4.737], [0.195, -3.788, 4.584], [2.028, -4.073, 3.533], [2.068, -5.260, 2.266], [1.203, -2.360, 1.961], [2.614, -3.179, 1.364], [-0.190, -3.492, 0.305], [1.277, -2.968, -0.500], [2.069, -5.542, 0.204], [1.520, -4.994, -1.350], [0.212, -6.829, -1.035], [0.062, -6.662, 0.692], [-3.059, -5.675, 0.487], [-2.976, -2.324, 5.286], [-4.836, -0.583, 4.357], [-4.762, 1.516, 3.022], [-2.935, 1.827, 1.440], [-1.167, -1.735, 2.443], [-2.759, 5.489, -4.431], [-1.947, 4.230, -4.720], [-1.922, 3.250, -3.545], [-1.011, 3.645, -2.373], [0.752, 3.340, -2.530], [0.944, 1.626, -3.078], [0.211, 0.496, -2.342], [0.753, 0.059, -0.979], [2.252, -0.219, -0.940], [1.527, 3.422, -0.915], [1.520, 4.698, -0.059], [2.491, 5.814, -0.450], [3.901, 5.353, -0.802], [1.613, 4.225, -3.840], [1.893, 5.735, -3.876], [0.724, 6.687, -3.577], [0.180, 7.374, -4.827], [-2.387, 6.028, -3.557], [-2.720, 6.169, -5.282], [-3.806, 5.240, -4.253], [-0.933, 4.505, -5.023], [-2.393, 3.726, -5.579], [-1.628, 2.266, -3.919], [-2.939, 3.139, -3.166], [-1.319, 3.042, -1.509], [-1.201, 4.675, -2.065], [2.014, 1.414, -3.146], [0.593, 1.617, -4.115], [0.235, -0.377, -2.998], [-0.845, 0.755, -2.225], [0.228, -0.854, -0.690], [0.489, 0.787, -0.209], [2.515, -1.048, -1.600], [2.557, -0.488, 0.072], [2.846, 0.649, -1.233], [2.534, 3.006, -0.982], [0.962, 2.698, -0.320], [1.764, 4.394, 0.962], [0.506, 5.105, -0.017], [2.552, 6.518, 0.382], [2.067, 6.389, -1.274], [4.391, 4.902, 0.063], [4.503, 6.201, -1.127], [3.909, 4.623, -1.615], [1.123, 3.944, -4.777], [2.592, 3.733, -3.898], [2.302, 5.965, -4.862], [2.715, 5.949, -3.193], [1.073, 7.474, -2.905], [-0.082, 6.176, -3.048], [0.928, 8.043, -5.253], [-0.698, 7.972, -4.583], [-0.104, 6.651, -5.595]], "forces_ev_per_angstrom": [[-0.6, 0.3, -0.7], [1.0, -0.6, 0.9], [0.0, -0.6, -0.6], [-0.1, 0.0, -0.2], [-0.1, 1.0, 0.8], [-0.1, 0.0, 0.3], [0.7, -0.3, -0.7], [0.3, -0.1, -0.2], [0.5, 0.5, 0.6], [-0.7, 0.1, -0.4], [0.4, -0.8, -0.7], [-0.6, 0.4, 1.1], [0.4, -1.6, -0.8], [-0.1, 1.0, 0.5], [0.3, -0.8, -1.4], [0.0, 0.1, 0.4], [0.2, 0.4, 0.0], [-0.3, -0.2, 1.2], [-0.1, 1.5, -1.4], [0.2, -0.1, 0.3], [-0.3, -2.2, 1.4], [0.3, 0.6, -0.3], [-0.6, -0.3, 0.7], [0.0, 1.6, -1.0], [0.2, -0.5, 0.1], [0.3, 0.6, -0.5], [0.2, 0.1, 0.0], [0.1, -0.1, 0.2], [0.1, -0.1, 0.2], [-0.2, 0.3, 0.0], [-0.4, 0.3, -0.4], [0.0, 0.3, -0.1], [-0.2, -0.1, 0.3], [-0.3, 0.1, 0.1], [0.0, 0.0, 0.1], [-0.3, -0.1, -0.1], [0.0, 0.0, 0.2], [0.0, -0.3, -0.2], [-0.2, 0.1, 0.0], [0.0, 0.1, 0.0], [0.0, 0.0, 0.0], [0.0, 0.0, 0.1], [-0.2, 0.3, 0.1], [0.2, 0.5, -0.4], [-0.2, -0.7, 0.2], [0.0, -0.1, 0.0], [0.1, 0.1, -0.2], [0.2, -0.1, 0.0], [-0.1, -0.1, 0.0], [0.1, 0.0, 0.0], [-0.2, 0.1, 0.1], [0.3, -0.1, -0.5], [-0.7, 0.1, 0.4], [0.2, -0.5, -0.2], [0.0, -0.3, -0.3], [-0.1, -0.1, 0.3], [0.1, 0.1, 0.1], [-0.1, 0.0, 0.0], [0.0, 0.2, 0.9], [0.1, 0.4, 0.0], [-0.1, 0.1, -0.2], [-0.1, 0.0, 0.1], [0.5, 0.4, -0.7], [0.1, 0.2, 0.5], [0.1, 0.2, -0.2], [-0.1, -0.1, 0.1], [0.0, 0.0, 0.0], [0.0, 0.0, 0.0], [0.0, 0.0, 0.0], [0.0, 0.0, 0.0], [0.0, 0.0, 0.0], [0.0, 0.0, 0.1], [0.0, 0.0, 0.1], [0.2, 0.0, 0.1], [0.1, 0.0, 0.0], [0.0, 0.1, 0.1], [0.0, 0.1, 0.0], [0.0, 0.1, -0.1], [0.0, 0.0, -0.1], [-0.1, 0.1, 0.0], [0.0, -0.1, 0.0], [0.0, 0.0, 0.0], [0.0, 0.0, 0.0], [0.0, 0.0, 0.0], [0.0, 0.0, -0.2], [0.0, -0.2, -0.3], [-0.1, -0.2, -0.1], [0.0, 0.0, 0.0], [-0.1, 0.0, 0.0], [0.0, 0.0, 0.0], [0.0, 0.0, 0.0], [0.1, 0.0, 0.0], [0.0, 0.0, 0.0], [-0.2, -0.2, 0.2], [-0.1, -0.2, 0.1], [-0.1, -0.1, -0.1], [0.0, -0.1, 0.0], [0.0, -0.1, 0.1], [0.0, 0.0, 0.0], [0.0, 0.0, 0.0], [0.0, 0.0, -0.1], [0.0, 0.0, 0.0]]}

***

Going through the records in order, we get E_tot values of -195619.1714 -157328.7960 eV.